C2H8O2 | ωB97M-V/def2-TZVPD

ΔE to the lowest compared entry with this formula, charge and spin: 169.0 kJ/mol
<S²>: 0.76
Gap between HOMO and LUMO (spin up / spin down): 11.88 / 3.80 eV
E: -6286.317 eV
Charge: +1
2S+1: 2

```
12
Properties=species:S:1:pos:R:3:lowdin_charge:R:1
C 0.251 2.098 0.035 -0.07
O 1.095 1.298 0.746 0.12
H 0.481 0.540 1.184 0.21
H -0.251 2.960 0.530 0.17
H -0.519 1.530 -0.394 0.09
H 0.862 2.604 -0.727 0.14
C -0.086 -1.901 -0.539 -0.05
O -1.322 -2.153 0.168 0.00
H -1.272 -1.776 1.089 0.13
H 0.129 -0.802 -0.391 0.08
H -0.093 -1.950 -1.585 0.09
H 0.725 -2.447 -0.117 0.10
```



C2H8O3 | ωB97M-V/def2-TZVPD

SMILES: OCCO.O
ΔE to the lowest compared entry with this formula, charge and spin: 58.2 kJ/mol
Gap between HOMO and LUMO: 11.18 eV
E: -8345.398 eV

```
13
Properties=species:S:1:pos:R:3:lowdin_charge:R:1
O -0.781 0.309 0.441 -0.10
C 0.442 -0.349 0.277 -0.25
C 0.333 -1.114 -1.062 -0.19
O -0.841 -1.998 -0.941 -0.10
H -1.555 -0.290 0.478 0.11
H 1.303 0.342 0.357 0.13
H 0.518 -1.078 1.107 0.12
H 0.337 -0.431 -1.933 0.13
H 1.209 -1.784 -1.154 0.11
H -0.784 -2.444 -0.070 0.09
O 0.336 2.936 0.892 -0.10
H -0.270 2.173 0.755 0.00
H -0.247 3.727 0.854 0.05
```



C2H8OS | ωB97M-V/def2-TZVPD

ΔE to the lowest compared entry with this formula, charge and spin: 120.6 kJ/mol
<S²>: 0.76
Gap between HOMO and LUMO (spin up / spin down): 6.42 / 7.33 eV
E: -15083.839 eV
Charge: -1
2S+1: 2

```
12
Properties=species:S:1:pos:R:3:lowdin_charge:R:1
C 0.534 1.560 -0.725 -0.25
C -0.470 2.203 0.096 -0.22
S 0.148 -0.886 1.219 0.06
H 0.296 0.625 -1.212 0.01
H 1.121 2.200 -1.397 0.04
H 0.535 1.520 0.580 0.05
H -1.364 1.624 0.305 0.03
H -0.509 3.279 0.213 0.03
H 0.448 -1.395 2.404 -0.43
H 0.470 -1.961 -1.926 0.02
H -0.331 -1.723 -0.739 -0.14
O -0.438 -1.680 -1.726 -0.18
```



C2H8OS | ωB97M-V/def2-TZVPD

ΔE to the lowest compared entry with this formula, charge and spin: 378.0 kJ/mol
Gap between HOMO and LUMO: 7.19 eV
E: -15082.561 eV

```
12
Properties=species:S:1:pos:R:3:lowdin_charge:R:1
O 1.018 1.937 -4.486 -0.06
H 0.482 1.564 -3.772 0.03
H 1.849 1.518 -4.249 0.03
H -2.603 0.028 2.417 0.05
C 0.876 -1.141 1.686 0.02
C -0.253 -0.696 0.985 -0.78
S 0.608 0.378 -0.266 0.49
H 1.250 -0.295 2.248 0.06
H -2.803 0.217 1.738 0.06
H 1.291 -2.132 1.659 0.08
H -0.798 -0.033 1.613 -0.03
H -0.916 -1.347 0.426 0.06
```



C2H8OS2 | ωB97M-V/def2-TZVPD

SMILES: CCSS.O
ΔE to the lowest compared entry with this formula, charge and spin: 102.2 kJ/mol
Gap between HOMO and LUMO: 9.78 eV
E: -25920.876 eV

```
13
Properties=species:S:1:pos:R:3:lowdin_charge:R:1
C -0.899 -0.159 1.253 -0.15
C 0.586 -0.495 0.857 -0.61
S 1.639 0.810 0.128 0.41
S 2.274 0.019 -1.644 0.32
H -0.862 0.551 2.143 0.08
H -1.697 0.159 0.435 0.09
H -1.299 -1.084 1.701 0.07
H 0.982 -0.990 1.644 0.02
H 0.523 -1.312 0.207 0.03
H 3.506 -0.385 -1.350 -0.21
O -1.597 0.595 -1.889 -0.12
H -1.208 0.906 -1.045 -0.02
H -1.948 1.386 -2.440 0.09
```



C2H8OS2 | ωB97M-V/def2-TZVPD

SMILES: CSSC.O
ΔE to the lowest compared entry with this formula, charge and spin: 26.7 kJ/mol
Gap between HOMO and LUMO: 9.68 eV
E: -25921.658 eV

```
13
Properties=species:S:1:pos:R:3:lowdin_charge:R:1
C 1.141 -0.549 -1.319 -0.48
S 0.968 1.081 -0.531 0.43
S -0.516 0.702 0.898 0.44
C 0.505 -0.178 2.113 -0.48
H 2.093 -0.702 -1.828 0.04
H 1.134 -1.296 -0.531 0.01
H 0.329 -0.708 -2.017 0.01
H 1.117 0.464 2.735 0.03
H -0.169 -0.755 2.758 0.03
H 1.082 -0.974 1.649 0.02
O -2.151 -2.153 -1.238 -0.08
H -1.882 -2.313 -2.159 0.04
H -1.745 -1.291 -1.005 0.00
```



C2H8P4 | ωB97M-V/def2-TZVPD

SMILES: CCP=[PH]1[PH]#[PH]1
ΔE to the lowest compared entry with this formula, charge and spin: 289.6 kJ/mol
Gap between HOMO and LUMO: 7.04 eV
E: -39355.264 eV

```
14
Properties=species:S:1:pos:R:3:lowdin_charge:R:1
C 1.317 -0.620 -0.688 -0.24
C 1.363 0.852 -0.339 -0.65
P -0.339 1.721 -0.305 0.46
P -1.717 0.422 0.771 -0.04
P -3.775 0.576 -0.038 0.27
P -2.487 -1.049 -0.622 0.26
H 0.683 -1.202 0.061 0.05
H 0.652 -0.576 -1.659 0.08
H 2.391 -0.899 -0.734 0.07
H 2.033 1.609 -0.785 0.05
H 1.563 1.021 0.766 0.04
H -1.980 -0.274 2.208 -0.02
H -3.649 1.315 -1.349 -0.12
H -3.157 -1.784 0.365 -0.19
```



C2H8S2 | ωB97M-V/def2-TZVPD

SMILES: CSC.S
ΔE to the lowest compared entry with this formula, charge and spin: 47.7 kJ/mol
Gap between HOMO and LUMO: 9.30 eV
E: -23873.653 eV

```
12
Properties=species:S:1:pos:R:3:lowdin_charge:R:1
C 2.035 -0.567 0.362 -0.44
S 0.789 -0.334 -0.922 0.71
C -0.096 1.068 -0.208 -0.56
H 2.666 0.323 0.470 0.04
H 1.573 -0.804 1.328 0.04
H 2.668 -1.400 0.069 0.02
H -0.533 0.813 0.760 -0.01
H 0.557 1.935 -0.098 0.04
H -0.907 1.333 -0.896 -0.02
S -2.533 -0.330 -0.147 0.58
H -3.866 -0.413 -0.271 -0.20
H -2.354 -1.623 -0.447 -0.18
```



C2H8S3 | ωB97M-V/def2-TZVPD

SMILES: CCS.SS
ΔE to the lowest compared entry with this formula, charge and spin: 40.8 kJ/mol
Gap between HOMO and LUMO: 9.27 eV
E: -34708.975 eV

```
13
Properties=species:S:1:pos:R:3:lowdin_charge:R:1
C -0.983 0.275 2.499 -0.22
C 0.182 -0.691 2.303 -0.56
S 1.311 0.105 1.073 0.67
H -0.577 1.262 2.825 0.07
H -1.615 0.517 1.623 0.05
H -1.682 -0.054 3.269 0.07
H -0.219 -1.676 2.069 0.07
H 0.701 -0.724 3.271 0.07
H 2.350 -0.654 1.198 -0.18
S -0.840 0.968 -1.374 0.20
S -0.094 -0.782 -2.249 0.24
H -2.081 0.449 -1.144 -0.19
H 0.882 -1.009 -1.407 -0.29
```



C2H8S3 | ωB97M-V/def2-TZVPD

SMILES: CSS.CS
ΔE to the lowest compared entry with this formula, charge and spin: 22.2 kJ/mol
Gap between HOMO and LUMO: 9.34 eV
E: -34709.167 eV

```
13
Properties=species:S:1:pos:R:3:lowdin_charge:R:1
C -0.059 -0.555 -2.568 -0.49
S 1.375 0.341 -1.937 0.36
S 2.707 -1.248 -1.487 0.30
H 0.208 -1.570 -2.847 0.02
H -0.879 -0.589 -1.857 0.02
H -0.357 -0.051 -3.482 0.02
H 2.314 -1.621 -0.259 -0.21
C -1.080 0.881 2.890 -0.49
S -1.085 1.293 1.123 0.60
H -0.836 -0.167 2.988 0.02
H -2.073 1.075 3.276 0.02
H -0.328 1.481 3.385 0.02
H 0.093 0.728 0.775 -0.19
```



C2H8S4 | ωB97M-V/def2-TZVPD

SMILES: CSS.CSS
ΔE to the lowest compared entry with this formula, charge and spin: 35.4 kJ/mol
Gap between HOMO and LUMO: 8.80 eV
E: -45544.373 eV

```
14
Properties=species:S:1:pos:R:3:lowdin_charge:R:1
C -2.343 0.102 -1.011 -0.49
S -1.631 -1.548 -0.752 0.34
S -1.767 -1.783 1.281 0.30
H -2.430 0.596 -0.048 0.01
H -3.325 0.033 -1.480 0.02
H -1.727 0.658 -1.721 0.02
H -0.471 -1.548 1.556 -0.27
C 1.508 1.185 0.637 -0.46
S 1.980 -0.409 1.386 0.35
S 2.711 -1.390 -0.317 0.31
H 2.225 1.455 -0.125 0.01
H 1.403 1.970 1.367 0.03
H 0.592 0.979 0.077 0.02
H 3.276 -0.300 -0.848 -0.20
```



C2H8S4 | ωB97M-V/def2-TZVPD

SMILES: CSS.CSS
ΔE to the lowest compared entry with this formula, charge and spin: 59.4 kJ/mol
Gap between HOMO and LUMO: 8.81 eV
E: -45544.125 eV

```
14
Properties=species:S:1:pos:R:3:lowdin_charge:R:1
C -2.417 0.595 -0.330 -0.56
S -3.060 -0.706 -1.363 0.37
S -3.002 -2.170 0.112 0.32
H -1.361 0.561 -0.052 0.02
H -2.931 0.491 0.637 0.01
H -2.608 1.643 -0.581 0.04
H -2.850 -3.190 -0.729 -0.21
C 2.277 -0.160 -0.415 -0.51
S 3.113 -0.283 1.168 0.36
S 2.717 1.536 2.055 0.29
H 1.715 0.757 -0.553 0.02
H 1.509 -0.932 -0.570 0.03
H 2.976 -0.232 -1.238 0.02
H 3.921 2.089 1.859 -0.21
```